Entry 1:
{"formula": "C5H9ClSi", "method": "ωB97M-V/def2-TZVPD", "species": ["C", "C", "C", "C", "C", "Si", "Cl", "H", "H", "H", "H", "H", "H", "H", "H", "H"], "coordinates": [[-1.55999, 0.07684, -0.16958], [-0.27914, -0.74102, 0.22620], [-1.46225, 1.47767, -0.54497], [-2.01341, 1.15063, 0.81663], [2.71753, -1.54136, 0.12854], [1.29721, -0.36472, -0.37399], [1.98436, 0.88478, -1.81121], [-2.36083, -0.54563, -0.52560], [-0.54564, -1.58125, 0.87696], [-0.33979, 1.78981, -0.53905], [-2.19406, 1.93202, -1.27836], [-1.31369, 1.27093, 1.71762], [-3.03662, 1.48777, 1.06866], [3.38940, -1.29093, 0.87926], [2.54089, -2.56757, 0.36733], [3.17605, -1.43798, -0.83846]], "nbo_charge": [-0.26, -0.91, -0.43, -0.44, -1.09, 1.40, -0.33, 0.22, 0.25, 0.21, 0.23, 0.21, 0.22, 0.24, 0.25, 0.23], "smiles": "C/[Si](Cl)=C/C1CC1", "lumo_energy_ev": 0.36, "orbital_gap_ha": 0.306, "relative_energy_ev": 2.572}


Entry 2:
{"formula": "Cl2H5NSi2", "method": "ωB97M-V/def2-TZVPD", "species": ["N", "Si", "Si", "Cl", "Cl", "H", "H", "H", "H", "H"], "coordinates": [[0.89879, -0.41544, -0.23008], [-0.71953, 0.24069, -0.00966], [5.31455, -0.22411, -0.89878], [4.82298, -1.81143, 0.36584], [4.55025, 1.33967, 0.21158], [1.60048, 0.13249, 0.36994], [-1.07198, 1.30615, -0.84124], [-1.89771, -0.81922, 0.27090], [-0.61569, 0.81482, 1.28134], [1.23056, -0.83999, -1.14475]], "nbo_charge": [-1.31, 1.09, 0.92, -0.46, -0.46, 0.41, -0.21, -0.18, -0.21, 0.40], "lumo_energy_ev": -1.05, "orbital_gap_ha": 0.320, "relative_energy_ev": 2.151}


Entry 3:
{"formula": "C2H4NPS", "method": "ωB97M-V/def2-TZVPD", "species": ["C", "C", "N", "P", "S", "H", "H", "H", "H"], "coordinates": [[-0.45657, 0.58784, -0.12166], [0.14529, -0.76586, 0.14034], [-1.23860, -0.50269, 0.11472], [-2.88123, -0.89697, -0.13425], [-3.96543, 0.68163, 0.07978], [-0.38309, 1.38091, 0.54826], [-0.40447, 1.14647, -1.07134], [0.70282, -1.38429, -0.53678], [0.64564, -1.02828, 1.10298]], "nbo_charge": [-0.22, -0.21, -0.74, 0.85, -0.47, 0.20, 0.20, 0.20, 0.20], "smiles": "S=PN1CC1", "lumo_energy_ev": -0.55, "orbital_gap_ha": 0.309, "relative_energy_ev": 1.212}


Entry 4:
{"formula": "C4H5N3O4", "method": "ωB97M-V/def2-TZVPD", "species": ["C", "C", "C", "C", "N", "N", "N", "O", "O", "O", "O", "H", "H", "H", "H", "H"], "coordinates": [[0.71526, -3.14695, -1.09781], [-1.83283, 1.57724, 0.42240], [-0.71410, 0.74668, 0.94413], [0.33557, 0.36584, 0.26442], [0.31716, -2.21699, -0.50164], [0.60624, 0.81626, -1.04045], [1.39551, -0.51890, 0.82326], [0.09074, 0.28227, -1.95602], [1.39582, 1.75651, -1.10593], [1.18908, -1.00502, 1.83895], [2.38327, -0.62542, 0.14605], [1.00882, -3.97964, -1.60584], [-1.54675, 2.63975, 0.45251], [-2.69061, 1.67030, 1.13332], [-0.84393, 0.30358, 1.95336], [-1.80925, 1.33448, -0.67072]], "lowdin_spin": [0.00, 0.11, 0.65, 0.62, 0.03, 0.02, 0.09, 0.05, 0.12, 0.08, 0.12, 0.00, 0.05, 0.01, 0.03, 0.02], "lumo_energy_ev": [-0.48, -3.74], "multiplicity": 3, "orbital_gap_ha": [0.225, 0.263], "relative_energy_ev": 6.016, "s_squared": 2.01}


Entry 5:
{"formula": "C19H30BrFN2O10S", "method": "ωB97M-V/def2-TZVPD", "species": ["C", "C", "C", "C", "C", "C", "C", "C", "C", "C", "C", "C", "O", "O", "C", "C", "O", "Br", "N", "C", "O", "C", "C", "C", "C", "F", "O", "N", "O", "H", "H", "H", "H", "H", "H", "H", "H", "H", "H", "H", "H", "H", "H", "H", "H", "H", "H", "H", "H", "H", "H", "H", "H", "H", "H", "H", "H", "H", "H", "O", "S", "O", "O", "O"], "coordinates": [[5.81381, -0.80180, -0.30352], [4.85470, 0.18017, -1.04944], [4.10182, 1.02740, 0.01021], [2.80178, 1.66596, -0.55106], [1.57026, 1.44426, 0.41043], [0.62210, 0.46298, -0.28407], [-0.71564, 0.17257, 0.47383], [-1.39586, 1.57245, 0.50984], [-0.53069, -0.46304, 1.91719], [0.73598, -1.31416, 2.15499], [0.69558, -2.78870, 1.69673], [1.68816, -3.14952, 0.60254], [1.48873, -4.03796, -0.10651], [2.88087, -2.45928, 0.48496], [-0.74957, 0.50004, 3.13264], [0.41398, 1.40344, 3.48947], [1.47284, 1.09605, 3.78457], [0.01667, 3.36123, 3.51352], [-1.76630, -1.27771, 1.98934], [-2.65601, -1.05396, 0.90965], [-3.80122, -1.07262, 0.92210], [-1.68549, -0.74829, -0.30260], [-2.62029, -0.16096, -1.37209], [-1.93946, 0.31141, -2.66570], [-2.33729, 1.73605, -3.07572], [-2.37505, -0.51854, -3.71411], [-1.27807, -2.09240, -0.65156], [-0.31443, -2.11833, -1.65525], [-0.35455, -3.12526, -2.25352], [5.33733, -1.76359, -0.11948], [6.01228, -0.35901, 0.67498], [6.73542, -0.90071, -0.87548], [5.42252, 0.84702, -1.69677], [4.12721, -0.41103, -1.60860], [3.88925, 0.34875, 0.84179], [4.74175, 1.84458, 0.34484], [2.53419, 1.25837, -1.52788], [2.97420, 2.73785, -0.66947], [1.99786, 1.07602, 1.34059], [1.14333, 2.43132, 0.57846], [0.38865, 0.90143, -1.25109], [1.11657, -0.49846, -0.46339], [-2.47225, 1.53660, 0.69540], [-0.94304, 2.24849, 1.23342], [-1.25236, 2.03112, -0.46697], [0.90421, -1.31518, 3.23287], [1.63567, -0.86849, 1.73955], [1.01295, -3.39628, 2.55157], [-0.27649, -3.16849, 1.39938], [2.73863, -1.57046, 0.12545], [-0.91108, -0.13990, 4.00602], [-1.65755, 1.08591, 3.00809], [-2.33441, -1.12847, 2.82055], [-3.29455, -0.96934, -1.66245], [-3.29422, 0.62518, -0.98997], [-0.85698, 0.15623, -2.62733], [-1.46001, 2.18632, -3.56404], [-3.08185, 1.64467, -3.86162], [-2.70892, 2.33370, -2.24896], [-6.48614, -0.66098, -2.42482], [-6.57199, 0.68565, -1.79641], [-7.27907, 1.62900, -2.70472], [-5.17953, 1.19324, -1.55483], [-7.28900, 0.59749, -0.49557]], "nbo_charge": [-0.62, -0.39, -0.40, -0.39, -0.42, -0.43, 0.04, -0.66, 0.17, -0.43, -0.53, 0.80, -0.52, -0.75, -0.56, 0.61, -0.50, -0.13, -0.69, 0.70, -0.46, 0.13, -0.55, 0.22, -0.65, -0.39, -0.40, 0.35, -0.25, 0.22, 0.20, 0.20, 0.20, 0.20, 0.19, 0.20, 0.20, 0.20, 0.20, 0.22, 0.23, 0.19, 0.25, 0.20, 0.23, 0.21, 0.22, 0.23, 0.28, 0.49, 0.24, 0.26, 0.38, 0.30, 0.33, 0.13, 0.17, 0.27, 0.24, -1.12, 2.57, -1.12, -1.17, -1.12], "lumo_energy_ev": 3.37, "orbital_gap_ha": 0.113, "total_charge": -2}


Entry 6:
{"formula": "C19H20FN3O4S", "method": "ωB97M-V/def2-TZVPD", "species": ["O", "O", "F", "N", "N", "O", "O", "C", "C", "C", "C", "C", "C", "C", "C", "C", "C", "C", "C", "C", "C", "N", "C", "C", "C", "C", "C", "S", "H", "H", "H", "H", "H", "H", "H", "H", "H", "H", "H", "H", "H", "H", "H", "H", "H", "H", "H", "H"], "coordinates": [[-3.33018, -0.50877, -4.88960], [-1.46458, 0.70501, -3.89693], [0.16146, -3.57410, 0.12967], [0.09051, -2.12100, 2.91906], [1.94540, -1.77705, 4.31419], [5.51395, 1.02862, 3.03505], [4.52865, 1.25412, 0.44643], [0.75381, -2.29453, 4.05362], [-0.70566, 0.01231, 0.40501], [-1.57534, 0.13175, -0.68680], [-1.20920, -2.18981, -1.19369], [-0.32800, -2.31848, -0.13407], [4.40890, 0.34658, 2.66476], [3.85229, 0.48530, 1.38009], [-0.09516, -1.21988, 0.68428], [-1.88118, -0.98787, -1.46401], [3.78161, -0.47572, 3.62621], [0.68086, -1.41036, 1.93064], [2.62118, -0.13192, 1.13003], [2.54241, -1.07635, 3.36092], [1.95940, -0.85753, 2.13589], [-2.80862, -0.98459, -2.46557], [5.30109, 1.87790, 4.19070], [3.96495, 1.43849, -0.85120], [-6.11329, 0.31446, -3.68936], [-5.29752, 1.14485, -2.68197], [-3.94099, 1.51441, -3.26278], [-2.80670, 0.20201, -3.73111], [0.28667, -2.87405, 4.85255], [-0.48302, 0.88328, 0.99631], [-2.04932, 1.07594, -0.84414], [-1.35929, -3.08434, -1.79974], [4.20262, -0.59425, 4.60321], [2.19106, 0.02662, 0.15619], [-2.97027, -1.86296, -2.94292], [5.56942, 1.33505, 5.12666], [4.25377, 2.21413, 4.26326], [5.94520, 2.75611, 4.17109], [3.81764, 0.46313, -1.28014], [4.65499, 2.05365, -1.38703], [2.96586, 1.92349, -0.82700], [-5.57607, -0.58900, -3.94832], [-6.33329, 0.85590, -4.58836], [-7.09287, 0.00550, -3.23909], [-5.11076, 0.62084, -1.74369], [-5.87298, 2.03977, -2.41260], [-4.12659, 2.10454, -4.14958], [-3.46281, 2.11879, -2.46612]], "nbo_charge": [-0.94, -0.92, -0.32, -0.46, -0.44, -0.52, -0.49, 0.25, -0.16, -0.27, -0.33, 0.44, 0.36, 0.25, -0.17, 0.26, -0.27, 0.27, -0.28, 0.14, -0.08, -0.86, -0.26, -0.25, -0.62, -0.40, -0.66, 2.25, 0.18, 0.23, 0.21, 0.23, 0.23, 0.23, 0.42, 0.18, 0.19, 0.20, 0.18, 0.21, 0.17, 0.22, 0.21, 0.21, 0.21, 0.22, 0.26, 0.24], "smiles": "CCCS(=O)(=O)Nc1ccc(-c2ncnc3cc(OC)c(OC)cc23)c(F)c1", "lumo_energy_ev": -0.09, "orbital_gap_ha": 0.310, "relative_energy_ev": 2.394}


Q: What is the formula in the sixth record?
A: C19H20FN3O4S


Q: What is the formula in the third record?
A: C2H4NPS